1.
{
  "formula": "C26H19N7O2SV",
  "method": "the ωB97M-V functional and the def2-TZVPD basis",
  "symbols": ["V", "N", "C", "C", "C", "C", "C", "C", "S", "O", "O", "N", "C", "N", "C", "C", "C", "N", "H", "H", "H", "H", "H", "H", "H", "H", "H", "N", "C", "C", "C", "C", "C", "C", "C", "C", "C", "C", "C", "C", "N", "C", "C", "C", "C", "N", "H", "H", "H", "H", "H", "H", "H", "H", "H", "H"],
  "positions_angstrom": [[0.542, -0.153, -0.508], [7.296, -3.546, -3.805], [6.226, -3.115, -3.048], [5.023, -2.750, -3.664], [3.969, -2.278, -2.912], [4.103, -2.165, -1.533], [5.287, -2.524, -0.904], [6.341, -2.995, -1.659], [2.768, -1.499, -0.640], [2.725, -0.022, -0.812], [1.498, -2.006, -1.221], [3.033, -1.945, 0.821], [2.143, -1.580, 1.776], [1.029, -0.860, 1.464], [0.180, -0.560, 2.452], [0.400, -0.942, 3.752], [1.572, -1.659, 3.978], [2.428, -1.976, 3.028], [7.091, -3.893, -4.727], [8.014, -4.061, -3.326], [4.925, -2.843, -4.739], [3.036, -2.007, -3.388], [5.363, -2.443, 0.171], [7.268, -3.279, -1.174], [-0.699, 0.007, 2.162], [-0.290, -0.698, 4.544], [1.830, -1.993, 4.978], [-8.426, 4.634, 1.545], [-7.435, 4.104, 1.308], [-6.193, 3.442, 1.012], [-5.229, 3.300, 2.008], [-4.033, 2.668, 1.718], [-3.792, 2.164, 0.443], [-4.763, 2.305, -0.545], [-5.957, 2.946, -0.268], [-2.505, 1.478, 0.138], [-2.574, 0.110, -0.137], [-3.732, -0.716, -0.088], [-3.331, -1.990, -0.417], [-1.940, -1.914, -0.643], [-1.481, -0.677, -0.483], [-1.355, 2.272, 0.161], [-1.291, 3.676, 0.376], [0.034, 4.037, 0.289], [0.745, 2.845, 0.030], [-0.066, 1.795, -0.056], [-5.423, 3.686, 2.999], [-3.276, 2.558, 2.484], [-4.571, 1.913, -1.535], [-6.709, 3.064, -1.035], [-4.728, -0.391, 0.167], [-3.940, -2.876, -0.483], [-1.264, -2.715, -0.909], [-2.133, 4.325, 0.554], [0.457, 5.022, 0.393], [1.812, 2.722, -0.096]],
  "nbo_charge": [1.261, -0.786, 0.202, -0.264, -0.163, -0.319, -0.137, -0.278, 2.250, -0.971, -0.976, -0.903, 0.576, -0.583, 0.117, -0.355, 0.116, -0.452, 0.385, 0.385, 0.213, 0.234, 0.253, 0.215, 0.213, 0.230, 0.196, -0.306, 0.288, -0.180, -0.177, -0.142, -0.042, -0.189, -0.159, 0.129, -0.002, -0.198, -0.321, 0.033, -0.574, -0.001, -0.197, -0.321, 0.033, -0.575, 0.231, 0.221, 0.232, 0.232, 0.225, 0.225, 0.213, 0.225, 0.225, 0.212],
  "multiplicity": 4,
  "e_homo_ev": [-7.56, -7.70],
  "gap_ev": [6.699, 6.805]
}

***

2.
{
  "formula": "C26H19N7O2SV",
  "method": "the ωB97M-V functional and the def2-TZVPD basis",
  "symbols": ["V", "N", "C", "C", "C", "C", "C", "C", "S", "O", "O", "N", "C", "N", "C", "C", "C", "N", "H", "H", "H", "H", "H", "H", "H", "H", "H", "N", "C", "C", "C", "C", "C", "C", "C", "C", "C", "C", "C", "C", "N", "C", "C", "C", "C", "N", "H", "H", "H", "H", "H", "H", "H", "H", "H", "H"],
  "positions_angstrom": [[0.322, -0.150, -0.607], [-1.760, -5.545, -6.449], [-1.299, -4.497, -5.674], [-1.919, -3.243, -5.750], [-1.491, -2.206, -4.953], [-0.435, -2.404, -4.064], [0.183, -3.643, -3.971], [-0.246, -4.683, -4.777], [0.026, -1.061, -3.080], [0.408, 0.030, -3.923], [1.068, -1.549, -2.113], [-1.201, -0.591, -2.152], [-1.661, -1.562, -1.208], [-1.222, -1.288, 0.043], [-1.629, -2.078, 1.033], [-2.460, -3.149, 0.793], [-2.807, -3.375, -0.529], [-2.417, -2.598, -1.537], [-2.316, -5.318, -7.254], [-1.142, -6.326, -6.582], [-2.744, -3.094, -6.437], [-1.978, -1.240, -5.012], [0.995, -3.791, -3.272], [0.236, -5.651, -4.708], [-1.259, -1.836, 2.022], [-2.801, -3.790, 1.591], [-3.423, -4.230, -0.786], [5.609, 7.072, 4.398], [5.002, 6.247, 3.877], [4.231, 5.204, 3.221], [3.249, 4.526, 3.935], [2.513, 3.534, 3.309], [2.753, 3.216, 1.977], [3.740, 3.896, 1.272], [4.479, 4.892, 1.890], [1.956, 2.143, 1.306], [0.660, 2.479, 0.940], [-0.039, 3.698, 1.192], [-1.308, 3.539, 0.706], [-1.351, 2.235, 0.135], [-0.199, 1.606, 0.263], [2.600, 0.907, 1.141], [3.892, 0.532, 1.578], [4.048, -0.806, 1.281], [2.837, -1.209, 0.675], [1.976, -0.203, 0.576], [3.068, 4.776, 4.972], [1.745, 3.000, 3.856], [3.927, 3.645, 0.235], [5.245, 5.427, 1.345], [0.367, 4.565, 1.690], [-2.119, 4.250, 0.729], [-2.177, 1.757, -0.373], [4.605, 1.186, 2.058], [4.908, -1.427, 1.475], [2.575, -2.187, 0.295]],
  "nbo_charge": [1.187, -0.791, 0.195, -0.260, -0.151, -0.344, -0.164, -0.271, 2.273, -0.911, -0.979, -0.956, 0.557, -0.529, 0.107, -0.321, 0.105, -0.449, 0.385, 0.384, 0.212, 0.239, 0.240, 0.211, 0.214, 0.235, 0.203, -0.307, 0.279, -0.179, -0.161, -0.196, -0.053, -0.154, -0.163, 0.203, -0.021, -0.194, -0.317, 0.045, -0.546, -0.021, -0.200, -0.323, 0.033, -0.572, 0.231, 0.229, 0.225, 0.230, 0.226, 0.224, 0.207, 0.224, 0.223, 0.204],
  "multiplicity": 4,
  "e_homo_ev": [-7.17, -7.52],
  "gap_ev": [6.541, 6.842]
}

***

In kJ/mol, the energy relative to the best compared isomer or geometry (same formula, charge and spin) values for the records above are, in order, 0.00; 70.95.
In eV Å⁻¹, the maximum force values for the records above are, in order, 0.207; 1.200.